Here is C25H26BrClCuN7O4 as an isolated structure from the OMol25 dataset. Energies are from wB97M-V/def2-TZVPD.

Summary:
Total charge   +1
Energy above the lowest of the compared OMol25 structures with the same formula, charge and spin   0.0 kcal per mole
Spin multiplicity   2
LUMO (spin up / spin down)   -2.87 / -3.10 eV
DFT total energy   -172169.43047 eV
Gap between HOMO and LUMO (spin up / spin down)   7.69 / 7.46 eV

Geometry as XYZ:
```
65
C25H26BrClCuN7O4 wB97M-V/def2-TZVPD
Cu 1.9929 0.6045 -0.7934
Cl -0.0569 5.2588 4.3040
C 0.3796 3.9148 3.3065
C 0.0239 2.6129 3.6991
C 0.3378 1.5316 2.9199
C 1.0084 1.6816 1.6848
O 1.2417 0.6201 0.9590
C 1.3837 2.9992 1.3120
C 2.0650 3.2927 0.1054
O 2.4255 2.4919 -0.7796
C 1.0607 4.1005 2.1417
H -0.5131 2.4740 4.6286
H 0.0588 0.5355 3.2374
H 2.3100 4.3473 -0.0706
H 1.3603 5.0964 1.8384
C -0.9522 4.8755 -1.1076
O -0.9520 3.4570 -1.0510
C -1.6439 2.8756 -0.0415
C -2.2624 3.5627 0.9928
C -2.9349 2.8522 1.9804
Br -3.7453 3.8104 3.3925
C -2.9799 1.4761 1.9783
C -2.3305 0.7849 0.9549
C -1.7081 1.4773 -0.0695
O -1.1216 0.8285 -1.1354
C -2.1900 -0.6818 1.0732
N -3.1487 -1.5556 1.1631
C -2.5080 -2.7619 1.4167
C -3.0434 -4.0371 1.5915
C -2.1692 -5.0734 1.8542
C -0.7847 -4.8592 1.9479
C -0.2337 -3.6041 1.7685
C -1.1211 -2.5671 1.4925
N -0.9326 -1.2242 1.2312
H -1.9676 5.2646 -1.2085
H -0.3752 5.1390 -1.9900
H -0.4864 5.3107 -0.2195
H -2.2398 4.6409 1.0396
H -3.4772 0.9243 2.7632
H -1.7313 0.1469 -1.4419
H -4.1114 -4.1958 1.5295
H -2.5557 -6.0724 2.0047
H -0.1368 -5.6946 2.1786
H 0.8330 -3.4374 1.8511
H -0.0822 -0.6662 1.3205
C -0.2418 -3.4601 -1.8094
N 1.0062 -3.1411 -2.4951
C 1.0935 -3.7249 -3.8343
C 1.6420 -1.9911 -2.1593
N 1.2222 -1.1349 -1.2894
N 2.8689 -1.7992 -2.7967
C 3.5743 -0.6233 -2.9326
N 4.6362 -0.7126 -3.7638
N 3.2348 0.4463 -2.3013
H -0.4910 -4.4976 -2.0161
H -1.0657 -2.8278 -2.1581
H -0.1299 -3.3651 -0.7328
H 0.9192 -4.7951 -3.7542
H 2.0655 -3.5851 -4.2953
H 0.3366 -3.2932 -4.4946
H 0.2989 -1.3268 -0.9224
H 3.3307 -2.6326 -3.1171
H 4.7091 -1.4425 -4.4498
H 5.2516 0.0749 -3.8653
H 3.7534 1.2741 -2.5654
```

Here is one molecule with the formula C25H26FN2O2P at a distorted geometry from the OMol25 dataset. Energies are from wB97M-V/def2-TZVPD.

Summary:
Energy above the lowest of the compared OMol25 structures with the same formula, charge and spin   3.4 kcal per mole
LUMO   0.64 eV
DFT total energy   -45430.07570 eV
Gap between HOMO and LUMO   9.52 eV

Geometry as XYZ:
```
57
C25H26FN2O2P wB97M-V/def2-TZVPD
O -3.3904 -0.4124 -1.9351
C -2.8967 0.4107 -1.1904
N -3.3588 0.6190 0.0684
C -4.5153 -0.0668 0.5819
C -5.7591 0.8262 0.5361
F -6.8079 0.1886 1.1448
C -1.7389 1.2501 -1.6109
C -1.5809 2.6866 -1.1776
C -0.6403 1.6539 -0.6571
C 0.7935 1.5783 -1.1360
N 1.2733 0.1979 -1.1199
P 1.1945 -0.6487 0.3371
O 1.3931 0.2087 1.5083
C 2.5209 -1.8767 0.1021
C 2.3222 -3.2260 -0.1420
C 3.4158 -4.0645 -0.2821
C 4.7003 -3.5586 -0.1756
C 4.8985 -2.2107 0.0817
C 3.8090 -1.3725 0.2236
C -0.3710 -1.5905 0.3853
C -1.0425 -1.6547 1.5976
C -2.2171 -2.3773 1.7023
C -2.7257 -3.0320 0.5922
C -2.0613 -2.9645 -0.6216
C -0.8833 -2.2483 -0.7255
C 1.7482 2.4261 -0.3213
C 3.1132 2.2532 -0.5183
C 4.0298 2.9962 0.2008
C 3.5934 3.9348 1.1201
C 2.2367 4.1279 1.3050
C 1.3181 3.3807 0.5875
H -2.9309 1.3161 0.6543
H -4.6755 -0.9481 -0.0439
H -4.3343 -0.3838 1.6125
H -5.5990 1.7635 1.0818
H -6.0581 1.0356 -0.4953
H -1.4460 1.0166 -2.6284
H -1.2119 3.3857 -1.9134
H -2.3211 3.1140 -0.5170
H -0.7319 1.3320 0.3744
H 0.8438 1.9235 -2.1799
H 0.9583 -0.3438 -1.9135
H 1.3199 -3.6233 -0.2172
H 3.2636 -5.1171 -0.4723
H 5.5490 -4.2177 -0.2857
H 5.9010 -1.8193 0.1750
H 3.9299 -0.3210 0.4432
H -0.6229 -1.1343 2.4466
H -2.7343 -2.4358 2.6494
H -3.6432 -3.5961 0.6722
H -2.4642 -3.4652 -1.4885
H -0.3631 -2.2025 -1.6726
H 3.4528 1.5229 -1.2384
H 5.0878 2.8425 0.0439
H 4.3075 4.5130 1.6878
H 1.8875 4.8617 2.0168
H 0.2641 3.5464 0.7465
```